[1]
Molecular formula: C5H11O2
Method: DFT, the ωB97M-V functional and the def2-TZVPD basis

- molecular weight (g mol⁻¹) = 103.141
- ΔE to the lowest compared entry with this formula, charge and spin (eV) = 1.628
- net charge = -1
- HOMO (hartree) = -0.1283

XYZ file:
```
18
Properties=species:S:1:pos:R:3:forces:R:3
C 0.24297 -0.10729 -2.27150 -2.0 -1.2 0.6
C 1.18453 -1.27699 -2.43253 1.7 0.7 -1.5
H 0.52315 0.37296 -1.34909 -0.4 0.3 0.4
H 0.09561 0.66311 -3.01282 0.5 0.0 -0.7
H -0.77826 -0.62291 -2.10406 1.4 1.5 0.0
H 1.22363 -1.71968 -3.41716 -0.2 0.2 -0.9
H 0.67277 -2.04806 -1.91864 0.6 -1.0 1.4
H 2.28890 -1.06162 -2.22815 -1.6 -0.5 0.4
C -0.77348 0.99978 1.49673 1.0 1.6 -0.4
C 0.16942 1.04789 2.72205 -3.6 -0.6 0.3
C -1.29006 -0.37506 1.14654 1.8 -2.5 -1.0
O -0.99559 -1.35976 1.85437 0.3 0.1 1.9
O -1.82080 -0.53886 0.04672 -1.5 1.2 -1.7
H -1.75491 1.49575 1.76543 1.3 0.4 -0.7
H -0.11958 1.49629 0.56457 -2.5 -1.1 2.2
H -0.06163 1.90339 3.31550 0.3 0.8 0.5
H 1.13959 0.96149 2.48338 3.7 0.4 -1.2
H 0.05374 0.16957 3.33868 -0.7 -0.4 0.2
```
Positions in Å, forces in eV/Å.

Löwdin population analysis, charges in e, atoms 1 to 2:
1. C -0.18
2. C -0.19


[2]
Molecular formula: C5H11O2
Method: DFT, the ωB97M-V functional and the def2-TZVPD basis

- molecular weight (g mol⁻¹) = 103.141
- ΔE to the lowest compared entry with this formula, charge and spin (eV) = 0.514
- net charge = -1
- HOMO (hartree) = -0.1425

XYZ file:
```
18
Properties=species:S:1:pos:R:3:forces:R:3
C 1.68438 0.96550 -2.32624 -0.8 0.4 0.3
C 2.17957 0.40987 -0.99053 1.4 -0.1 -0.3
C 0.15664 0.89548 -2.50845 0.0 0.0 -0.2
H 1.98806 2.01215 -2.39852 0.0 0.1 0.2
H 2.20340 0.50792 -3.16840 0.0 -0.3 0.0
H 1.52922 0.52334 -0.12383 -0.2 0.3 -0.3
H -0.40513 0.63265 -1.61504 0.2 -0.2 0.3
H -0.27743 1.83874 -2.82441 0.1 0.3 -0.2
H 3.13977 0.92072 -0.83390 -0.1 0.0 0.6
H 2.48984 -0.63954 -1.01473 -0.5 -0.1 -0.2
H -0.09213 0.18603 -3.28126 -0.2 -0.4 -0.3
C 0.04125 -0.26862 2.22351 -0.8 1.2 -0.1
C -1.22140 -0.62207 1.39366 -0.6 0.0 0.4
O -1.84273 -1.63169 1.80248 0.2 0.1 -0.2
O -1.51805 0.13193 0.43666 0.3 0.0 -0.1
H 0.36417 0.76216 2.02424 0.5 -0.4 -0.8
H 0.75469 -1.05348 1.99551 0.5 0.2 0.5
H -0.22833 -0.12776 3.27347 0.0 -1.1 0.2
```
Positions in Å, forces in eV/Å.

Löwdin population analysis, charges in e, atoms 1 to 2:
1. C -0.31
2. C -0.12


Q: Look up the HOMO of the first one.
A: -0.1283 hartree


Q: molecular weight of number 2 (C5H11O2)?
A: 103.141 g mol⁻¹